Entry 1:
65
Properties=species:S:1:pos:R:3:forces:R:3 method="wB97M-V/def2-TZVPD" e_lumo_ev=0.188 homo_lumo_gap_ev=8.16 homo_ev=-7.97
O 6.13917 -8.34687 21.59974 -0.9342 -0.9755 -0.3653
S 6.20221 -9.68375 21.00495 1.8456 1.5006 -0.3118
O 5.16589 -10.27452 20.18923 -0.0313 0.3564 0.6722
C 7.75307 -9.58253 20.03460 1.6663 -1.3633 0.4505
C 8.85532 -10.34825 20.85444 -0.8186 -0.7771 1.0848
C 8.28262 -10.55474 22.29411 1.2052 1.8848 0.4704
C 6.81001 -10.77997 22.32445 -0.9246 -0.7977 -1.6242
H 8.11621 -8.56148 19.91764 -0.7390 0.1099 -0.0392
H 7.71628 -10.12792 19.09158 -0.6213 0.2848 -0.0913
H 9.12723 -11.30826 20.41564 -0.1530 0.1346 -0.2979
H 9.76465 -9.78433 21.06231 -0.0282 0.1341 -0.7190
H 8.48206 -9.54994 22.66654 -0.4116 0.1817 0.6792
H 8.89486 -11.16034 22.96232 -0.2368 -0.5565 -0.3510
H 6.20231 -10.58496 23.20806 0.4102 0.1299 0.0587
H 6.58006 -11.76512 21.91861 -0.1583 -0.2655 0.2503
O 8.03043 -12.45729 18.19394 -0.3211 -1.1749 -0.0770
S 8.89568 -13.64147 18.10934 -0.8534 3.6778 -0.4855
O 9.78803 -13.73445 19.24787 -0.2834 -1.4605 -0.6303
C 7.91239 -15.10252 17.55642 0.6047 -0.3475 0.1624
C 7.99839 -15.10952 15.99065 -1.0960 0.0883 0.6828
C 9.30931 -14.43132 15.58218 0.3672 -0.0066 -1.4660
C 9.81469 -13.35413 16.54798 0.6560 -1.9996 1.4213
H 6.96850 -15.16094 18.09841 -0.3720 0.9293 -0.5350
H 8.37729 -15.96583 18.03254 0.7434 -0.1579 -0.4974
H 7.79167 -16.09510 15.57352 1.2673 -0.6741 0.4801
H 7.16241 -14.71203 15.41511 -0.3081 1.3453 0.9489
H 9.19017 -13.98185 14.59634 -0.1426 0.0229 -0.0482
H 10.05162 -15.20892 15.40213 0.2725 0.0917 0.3823
H 9.88450 -12.30441 16.26281 -0.8201 -0.1332 0.0432
H 10.80217 -13.61647 16.92768 0.3481 -0.0210 -0.4167
O 12.84405 -11.39278 11.10101 -0.4606 -0.6753 1.1810
S 12.18245 -12.11028 12.19096 0.4377 0.4483 -0.9791
O 10.85144 -12.64634 11.95166 0.7214 0.0579 0.4017
C 13.32181 -13.49980 12.79926 -0.1958 0.5930 -0.1932
C 13.23056 -13.40915 14.32382 -0.6930 0.0815 -0.2257
C 13.22139 -11.90116 14.58190 -0.3865 0.7855 0.3507
C 12.11155 -11.08405 13.75862 1.2704 -2.8703 -0.0264
H 14.33918 -13.25936 12.49063 -0.0086 0.6692 0.0928
H 13.16526 -14.41009 12.22050 -0.9015 -0.0703 0.4122
H 12.36939 -13.84236 14.83256 -0.5466 -0.2069 -0.7032
H 14.04005 -13.90092 14.86324 0.4498 0.2562 -0.3610
H 14.20173 -11.55783 14.25150 0.0054 0.4564 0.2517
H 13.10602 -11.77743 15.65870 0.0904 0.5601 -0.0632
H 12.32006 -10.02030 13.64432 0.0583 -0.3169 -0.2555
H 11.09796 -11.30132 14.09554 0.1057 0.2658 0.2311
C 7.69944 -5.33738 17.16738 -1.1714 -2.1113 -0.9584
C 7.96065 -5.89284 15.91242 0.6043 -0.8792 -1.7949
C 7.46396 -7.20157 15.75078 1.1248 2.0270 0.6032
N 6.91589 -7.50689 16.98007 0.2768 1.2294 -0.5211
C 6.99543 -6.37542 17.77669 0.0700 -0.0416 1.6092
H 7.94777 -4.29005 17.25587 -0.2915 -0.2273 1.2269
H 8.59956 -5.33641 15.24266 -0.2880 -0.2853 -0.6394
H 7.61790 -7.84998 14.90092 -0.3253 -0.2240 0.3373
H 6.55021 -8.40765 17.25393 -0.1680 0.3363 0.0884
H 6.61563 -6.46839 18.78342 -0.1079 0.1525 -0.0079
C 12.06521 -9.22005 17.38335 -3.1717 -3.6218 1.1132
C 12.38887 -8.13104 16.71230 2.5803 4.4697 -2.1569
C 11.27526 -7.32599 16.47495 1.2988 1.0080 -1.6902
N 10.23481 -7.99342 16.88924 -1.3181 -3.4440 1.7476
C 10.66304 -9.20096 17.40768 -0.5246 -0.0025 0.7097
H 12.66783 -10.06336 17.68679 0.0767 0.2078 0.0438
H 13.39915 -7.91453 16.39789 -0.0187 0.3838 0.0171
H 11.02184 -6.50534 15.82019 0.8746 0.4232 0.2276
H 9.25061 -7.77133 16.84322 0.2440 0.4289 -0.2534
H 9.91706 -9.92040 17.71152 0.1558 -0.0250 0.3526

***

Entry 2:
64
Properties=species:S:1:pos:R:3:forces:R:3 method="wB97M-V/def2-TZVPD" multiplicity=4 e_lumo_ev="0.444 / -1.267" homo_lumo_gap_ev="7.88 / 6.59" homo_ev="-7.43 / -7.85" s2=3.78
Tc -0.53056 0.69171 -0.39849 0.1117 -0.1201 0.0569
N 0.11168 1.23612 -2.41444 -0.0562 0.0221 0.0321
C -0.90452 2.14844 -2.97119 0.0014 0.0757 0.0130
C -2.26792 1.57179 -2.62713 -0.0562 -0.0411 -0.0055
O -3.18419 1.58310 -3.42797 -0.0064 0.0193 -0.0075
N -2.29584 0.99113 -1.38774 -0.0149 -0.0393 -0.0193
C -3.20833 -0.12920 -1.25884 0.0112 -0.0324 0.0247
C -2.38714 -1.41661 -1.08174 0.0736 0.0596 0.0107
O -2.89330 -2.51382 -1.10070 -0.0465 0.0079 0.0012
O -1.08972 -1.21373 -0.90233 -0.0211 0.0463 -0.0058
H 1.02144 1.67967 -2.35696 0.0270 -0.0332 -0.0534
H 0.18464 0.37801 -2.97896 0.0707 -0.0510 0.0075
H -0.83433 2.25082 -4.05259 0.0210 0.0035 0.0002
H -0.78144 3.12952 -2.50978 0.0020 0.0029 -0.0026
H -3.83764 -0.22995 -2.14305 0.0061 0.0097 -0.0087
H -3.87550 -0.02920 -0.40264 -0.0185 -0.0180 0.0035
C 3.62385 1.18018 1.77834 -0.0094 0.0201 0.0084
C 2.30497 1.42331 1.08383 0.0774 -0.0805 0.0078
S 1.59525 0.00512 0.33363 -0.0397 0.0320 0.0231
C 1.70362 2.62301 1.02557 -0.0410 0.0782 -0.0365
C 2.24456 3.86897 1.66737 -0.0074 0.0035 -0.0057
S 0.17559 2.86110 0.18644 0.0015 0.0286 0.0196
H 4.02694 0.20951 1.49567 -0.0057 -0.0026 -0.0035
H 3.50815 1.18772 2.86509 0.0046 -0.0047 0.0011
H 4.36318 1.93737 1.51568 -0.0065 0.0043 0.0024
H 3.24844 3.72534 2.06155 -0.0020 -0.0068 0.0002
H 1.59710 4.18345 2.49022 0.0038 0.0012 0.0030
H 2.26656 4.69051 0.94921 0.0028 0.0000 0.0029
N 0.30079 -1.52227 -3.58890 -0.1314 -0.0254 0.0064
C 1.63804 -1.94601 -3.44537 0.0909 -0.0692 0.0958
C 2.55114 -1.73829 -4.47624 0.0116 -0.0229 0.0427
C 3.87765 -2.10437 -4.31321 0.0129 0.0078 -0.0254
C 4.31317 -2.66803 -3.12241 0.0370 -0.0109 -0.0071
C 3.40410 -2.87069 -2.09444 -0.0448 0.0098 0.0302
C 2.07225 -2.51938 -2.24883 -0.0287 0.1098 -0.1432
H -0.30175 -1.90122 -2.86631 -0.0161 0.0159 -0.0088
H -0.08354 -1.70881 -4.50465 0.0165 -0.0023 -0.0100
H 2.21786 -1.28800 -5.40431 -0.0053 0.0028 -0.0004
H 4.57730 -1.94301 -5.12365 -0.0022 -0.0010 0.0015
H 5.35066 -2.94853 -2.99874 -0.0037 0.0008 0.0010
H 3.73114 -3.30982 -1.16037 -0.0043 0.0008 0.0001
H 1.35940 -2.67897 -1.44756 0.0056 0.0012 -0.0120
C -1.02713 1.28666 4.55341 -0.0085 0.0023 0.0058
C -0.81765 1.58132 3.07057 0.0148 -0.0210 0.0195
P -1.38604 0.28359 1.91138 0.0270 -0.0140 -0.0501
C -3.20452 0.29783 2.18248 -0.0251 0.0002 -0.0055
C -3.92061 -1.05071 2.11239 -0.0045 -0.0021 0.0251
C -0.76230 -1.24914 2.70164 -0.0171 0.0032 0.0031
C -0.77181 -2.52244 1.86058 0.0264 -0.0245 0.0140
H -0.73626 2.15344 5.14769 -0.0008 0.0004 -0.0029
H -0.41944 0.44457 4.88323 0.0006 0.0008 0.0102
H -2.06752 1.06322 4.79506 0.0157 0.0030 0.0019
H 0.24220 1.73685 2.85926 -0.0137 -0.0054 -0.0016
H -1.32464 2.50002 2.76802 -0.0016 0.0022 0.0072
H -3.61355 1.00196 1.45443 -0.0123 0.0058 0.0054
H -3.37117 0.74288 3.16607 -0.0003 -0.0053 -0.0154
H -3.78931 -1.55967 1.15901 0.0144 -0.0068 -0.0141
H -4.99072 -0.90416 2.26292 0.0017 -0.0063 0.0003
H -3.56839 -1.72346 2.89517 -0.0035 0.0084 -0.0072
H -1.33457 -1.38885 3.62318 -0.0020 0.0283 -0.0067
H 0.26388 -1.01213 2.99613 -0.0013 0.0090 0.0010
H -1.74755 -2.73895 1.42956 0.0016 0.0001 -0.0187
H -0.48452 -3.36982 2.48517 -0.0004 0.0087 0.0048
H -0.06213 -2.44902 1.03957 -0.0325 0.0110 -0.0168

***

Entry 3:
65
Properties=species:S:1:pos:R:3:forces:R:3 method="wB97M-V/def2-TZVPD" multiplicity=2 charge=+1 e_lumo_ev="-2.093 / -2.092" homo_lumo_gap_ev="7.56 / 7.00" homo_ev="-9.66 / -9.09" s2=0.75
V -0.32575 -1.61279 -0.52185 0.0738 -0.3882 -0.0958
N -2.17497 -1.73681 0.67495 0.0340 0.1337 0.0278
C -2.60946 -3.11051 0.96698 -0.0524 0.0269 0.0931
C -2.23160 -4.01732 -0.18844 0.0216 -0.0340 -0.0663
N -0.83338 -3.80048 -0.61909 -0.0627 0.0325 0.0317
C 0.19055 -4.54767 0.14892 0.0005 0.0332 -0.0362
C 0.65335 -3.78548 1.38286 0.0240 0.0862 -0.0273
N 0.99336 -2.39706 1.01168 -0.0236 -0.1252 -0.0662
H -2.19441 -1.16764 1.51685 -0.0140 -0.0137 -0.0242
H -2.81384 -1.28049 0.02661 0.0033 0.0054 0.0126
H -3.68718 -3.17784 1.13408 0.0141 0.0007 0.0206
H -2.12702 -3.42626 1.89145 -0.0256 0.0017 -0.0113
H -2.86358 -3.78050 -1.04650 0.0048 -0.0040 0.0055
H -2.41285 -5.06293 0.08080 0.0011 0.0008 -0.0116
H -0.76739 -4.10366 -1.58430 -0.0058 -0.0164 0.0022
H 1.04459 -4.69057 -0.51659 0.0072 0.0000 0.0069
H -0.17321 -5.53964 0.43439 0.0003 -0.0004 -0.0024
H 1.49559 -4.31143 1.83745 -0.0002 -0.0017 -0.0008
H -0.13541 -3.74054 2.13211 0.0177 0.0059 0.0020
H 1.94754 -2.32344 0.67107 0.0011 -0.0380 -0.0169
H 0.93754 -1.78518 1.82967 0.0087 -0.0013 0.0266
C -0.89070 6.15844 -3.85753 0.0151 -0.0040 0.0164
C -0.91375 4.84773 -3.12231 0.0005 0.0388 -0.0029
C -0.33395 4.72657 -1.85840 0.0095 0.0271 0.0178
C -0.37916 3.53287 -1.16222 -0.0486 -0.0327 -0.0681
C -1.01357 2.44185 -1.74666 0.0097 0.0017 -0.1682
C -1.59193 2.52964 -3.00300 0.0218 0.0411 -0.0080
C -1.53880 3.73784 -3.68138 -0.0174 -0.0399 -0.0091
S -0.99027 0.92145 -0.88404 0.0666 0.0664 0.1268
O -1.70992 -0.08677 -1.69863 0.0828 -0.1589 0.1469
O -1.51354 1.15036 0.44032 0.0509 0.0000 -0.0392
N 0.50622 0.38657 -0.75688 0.0034 0.0082 -0.2606
C 1.12888 -0.01656 -1.95189 -0.1195 -0.1296 0.2317
C 1.67512 0.81801 -2.92722 -0.0783 0.0225 0.1958
C 2.24449 0.23193 -4.03460 0.0668 -0.0648 -0.1179
C 2.27208 -1.15838 -4.15854 0.0548 0.0772 -0.0581
C 1.72048 -1.91626 -3.15577 0.0116 0.0011 0.2285
N 1.16005 -1.36292 -2.06769 -0.1316 0.4200 -0.1313
H -0.09737 6.80690 -3.48933 0.0029 -0.0013 -0.0024
H -1.83776 6.68473 -3.72548 -0.0071 0.0006 0.0061
H -0.74682 6.00804 -4.92689 0.0006 -0.0015 -0.0030
H 0.15689 5.58431 -1.41552 0.0017 0.0030 0.0013
H 0.07074 3.43684 -0.18221 0.0080 -0.0014 0.0163
H -2.07349 1.66420 -3.43676 0.0032 -0.0061 -0.0004
H -1.99053 3.81902 -4.66245 -0.0024 -0.0026 -0.0005
H 1.64060 1.89059 -2.79694 -0.0100 -0.0011 0.0066
H 2.67519 0.85120 -4.81058 0.0004 -0.0020 -0.0031
H 2.71704 -1.63625 -5.01880 0.0032 0.0061 -0.0011
H 1.72563 -2.99861 -3.20052 -0.0262 -0.0074 -0.0021
C 0.25814 -1.53878 5.45189 -0.0021 -0.0203 0.0209
Se -0.72844 -1.11473 3.83793 -0.0628 0.0159 0.0411
C -0.68379 0.83035 3.99643 -0.0496 0.0205 0.0076
C 0.70569 1.42777 4.06799 -0.0066 0.0086 0.0243
Se 1.72048 0.99436 2.46683 0.1420 0.0490 -0.0996
C 3.29023 2.04789 2.92223 0.0057 -0.0148 0.0121
H -0.20230 -1.03488 6.29821 0.0072 -0.0052 0.0054
H 1.30005 -1.24687 5.34900 -0.0008 -0.0123 -0.0051
H 0.19156 -2.61409 5.59757 0.0155 0.0003 0.0078
H -1.25794 1.08898 4.88621 -0.0081 -0.0007 -0.0257
H -1.21783 1.19186 3.11717 -0.0117 0.0160 -0.0054
H 1.25049 1.08412 4.94745 -0.0130 0.0059 -0.0066
H 0.62470 2.51465 4.11902 -0.0073 -0.0192 0.0326
H 3.71463 1.71637 3.86684 -0.0067 -0.0088 -0.0037
H 3.03066 3.10244 2.97416 0.0019 -0.0074 0.0031
H 4.01934 1.89547 2.12988 -0.0042 0.0075 0.0028